# 1
A gas-phase ion, C3H4NO (charge +1) in a non-equilibrium geometry, computed with ωB97M-V/def2-TZVPD.

Results
Energy above the lowest of the compared OMol25 structures with the same formula, charge and spin   76.9 kcal/mol
Molecular weight   70.1 g mol⁻¹
Maximum force   6.0 eV/A
Frontier orbital gap   0.355 Eh
Charge   +1

XYZ file:
```
9
Properties=species:S:1:pos:R:3:forces:R:3:nbo_charge:R:1
C 0.249671 -1.171690 1.743893 -3.32 -1.57 4.71 0.472
C -0.499813 0.698368 -0.892412 -3.85 0.94 2.88 -0.801
C 0.579098 -0.021619 -0.299888 3.54 0.99 -1.82 0.587
N -0.201437 -1.584616 2.732684 0.66 0.53 -1.49 -0.148
O 0.814291 -0.718693 0.733240 2.13 0.97 -2.99 -0.352
H -0.664741 1.859465 -0.566483 0.90 -2.56 -0.45 0.385
H -0.323668 0.671974 -1.926282 0.15 0.20 -1.53 0.299
H -1.533151 0.235792 -0.621632 1.59 0.70 -0.43 0.314
H 1.579750 0.031017 -0.903120 -1.80 -0.20 1.11 0.244
```
Forces are in eV/Å.

***

# 2
A molecular structure, C3H4NO in a non-equilibrium geometry, computed with ωB97M-V/def2-TZVPD.

Results
Multiplicity   3
Energy above the lowest of the compared OMol25 structures with the same formula, charge and spin   71.2 kcal/mol
Molecular weight   70.1 g mol⁻¹
Maximum force   12.0 eV/A
Expectation value of S²   2.0071
Frontier orbital gap (spin up / spin down)   0.365 / 0.332 Eh
Charge   +1

XYZ file:
```
9
Properties=species:S:1:pos:R:3:forces:R:3:nbo_charge:R:1
C 1.405912 0.079031 -0.017741 11.41 3.77 0.36 0.646
C -0.338975 -0.717518 0.104774 0.61 -1.98 1.18 -0.356
C -0.406232 0.776417 -0.118704 -2.48 -0.61 3.05 -0.161
N 1.241659 -1.133376 -0.118539 -4.68 -2.58 -0.03 -0.040
O 0.983018 1.215759 0.096190 -2.16 0.07 -0.03 -0.230
H -0.345294 -1.141346 1.174409 -0.63 0.78 -1.04 0.324
H -0.836688 -1.355259 -0.573056 -1.11 -0.60 -0.53 0.296
H -0.616225 0.986461 -1.080449 -0.83 0.83 -3.41 0.247
H -1.087176 1.289827 0.533112 -0.13 0.32 0.43 0.274
```
Forces are in eV/Å.

***

# 3
A gas-phase ion, C3H4NO (charge +1) in a non-equilibrium geometry, computed with ωB97M-V/def2-TZVPD.

Results
Multiplicity   3
Energy above the lowest of the compared OMol25 structures with the same formula, charge and spin   87.5 kcal/mol
Molecular weight   70.1 g mol⁻¹
Maximum force   10.0 eV/A
Expectation value of S²   2.0372
Frontier orbital gap (spin up / spin down)   0.289 / 0.309 Eh
Charge   +1

XYZ file:
```
9
Properties=species:S:1:pos:R:3:forces:R:3:nbo_charge:R:1
C -0.316588 -0.679489 -0.714370 1.54 1.45 1.75 0.327
C -0.334655 -0.455002 1.572554 3.37 4.31 -8.39 0.533
C 0.449541 0.599466 -0.657225 3.03 -1.11 -1.46 -0.505
N 0.628595 1.090320 0.577239 -1.26 -1.56 5.04 -0.091
O -0.623935 -1.094797 0.532379 -1.07 -1.27 1.36 -0.332
H -0.858845 -1.101173 -1.484372 -0.88 -1.08 -1.39 0.236
H -0.470168 -0.544562 2.547022 -1.00 -1.22 4.38 0.223
H 1.520548 0.833802 -1.188661 -1.50 -1.72 0.69 0.317
H 0.005507 1.351435 -1.184566 -2.21 2.21 -1.98 0.291
```
Forces are in eV/Å.

***

# 4
A gas-phase ion, C3H4NO2 (charge -1) in a non-equilibrium geometry, computed with ωB97M-V/def2-TZVPD.

Results
Multiplicity   3
Energy above the lowest of the compared OMol25 structures with the same formula, charge and spin   0.0 kcal/mol
Molecular weight   86.1 g mol⁻¹
Maximum force   4.9 eV/A
Expectation value of S²   2.0078
Frontier orbital gap (spin up / spin down)   0.159 / 0.267 Eh
Charge   -1

XYZ file:
```
10
Properties=species:S:1:pos:R:3:forces:R:3:nbo_charge:R:1
C 0.064238 -0.393130 -0.234538 0.19 4.06 -0.50 0.054
C 1.629241 0.196839 -0.126714 -0.43 0.10 4.90 0.778
C -0.990302 0.650123 0.149328 0.23 -3.03 -1.78 -0.664
N -0.062851 -1.631960 -0.346278 -3.05 -3.85 0.17 -0.777
O 1.984915 0.335469 1.053732 -0.20 -0.31 0.01 -0.680
O 2.119600 0.505901 -1.149784 0.84 0.39 -3.83 -0.572
H -1.356714 0.410782 1.166838 0.07 0.45 0.24 0.144
H -1.823527 0.226064 -0.571376 0.87 2.00 1.11 0.189
H -0.516929 1.621476 0.026833 -0.90 0.26 -0.06 0.225
H -1.047674 -1.921563 0.031958 2.38 -0.05 -0.25 0.303
```
Forces are in eV/Å.

***

# 5
A gas-phase ion, C3H4NO2 (charge +1) in a non-equilibrium geometry, computed with ωB97M-V/def2-TZVPD.

Results
Energy above the lowest of the compared OMol25 structures with the same formula, charge and spin   123.4 kcal/mol
Molecular weight   86.1 g mol⁻¹
Maximum force   2.8 eV/A
SMILES   C1O/C1=[N+]1\CO1
Frontier orbital gap   0.415 Eh
Charge   +1

XYZ file:
```
10
Properties=species:S:1:pos:R:3:forces:R:3:nbo_charge:R:1
C -1.899265 -0.667399 -0.082232 0.25 -1.16 0.04 -0.080
O -1.854397 0.794692 -0.073844 -0.35 1.58 0.07 -0.310
C -0.733125 0.184944 -0.120258 -0.37 -1.45 0.05 0.632
N 0.487557 0.422149 -0.226307 2.18 -1.67 -0.03 -0.110
C 1.859796 0.674074 -0.003044 0.98 1.34 0.22 0.129
O 1.640671 -0.689765 -0.155728 -2.51 1.19 -0.20 -0.228
H -2.280040 -1.127993 -0.990430 0.14 0.25 -0.02 0.251
H -2.189029 -1.136156 0.856880 0.10 0.25 -0.06 0.249
H 2.377779 1.190752 -0.817619 -0.20 -0.20 0.10 0.235
H 2.134505 1.020328 0.999166 -0.21 -0.13 -0.18 0.231
```
Forces are in eV/Å.

***

# 6
A single C3H4NO3P molecule in a non-equilibrium geometry, computed with ωB97M-V/def2-TZVPD.

Results
Energy above the lowest of the compared OMol25 structures with the same formula, charge and spin   46.0 kcal/mol
Molecular weight   133.0 g mol⁻¹
Maximum force   9.5 eV/A
SMILES   Cn1c(=O)o[pH]c1=O
Frontier orbital gap   0.353 Eh
Charge   0

XYZ file:
```
12
Properties=species:S:1:pos:R:3:forces:R:3:nbo_charge:R:1
C -0.582212 -0.686805 0.257921 -2.98 -1.63 -1.45 -0.420
N -0.168921 0.639761 -0.014107 0.78 1.18 -3.36 -0.462
C -0.174489 1.592909 0.991694 -0.27 -1.65 0.74 0.893
O -0.454846 1.315599 2.116270 -0.09 0.64 0.49 -0.559
O 0.178156 2.770556 0.541240 0.90 1.87 -0.85 -0.720
P 0.620809 2.893328 -1.101950 0.72 -0.36 -0.03 0.880
C 0.234636 1.107541 -1.274061 0.78 -8.10 -3.91 0.322
O 0.404512 0.070337 -2.332949 -1.12 7.04 6.27 -0.618
H -1.565345 -1.021613 -0.316284 2.03 1.09 0.82 0.219
H 0.116282 -1.472672 0.068110 0.87 -0.02 -0.33 0.231
H -0.851977 -0.693688 1.275273 -0.21 -0.15 1.28 0.241
H 2.100285 2.639760 -1.077871 -1.41 0.09 0.32 -0.006
```
Forces are in eV/Å.